Record 1
A structure of composition C24H43N2P3S2W at a distorted geometry. Source: the OMol25 dataset; level of theory: ωB97M-V/def2-TZVPD.

Summary:
- Orbital gap (spin up / spin down): 4.779 / 5.140 eV
- HOMO energy (spin up / spin down): -18.8 / -18.8 eV
- Spin multiplicity: 3
- LUMO (spin up / spin down): -14.02 / -13.65 eV
- Total charge: +4
- Relative energy (zero: lowest compared OMol25 entry of this formula, charge and spin): 0.0 kJ/mol

Geometry as XYZ:
```
75
C24H43N2P3S2W, DFT ωB97M-V/def2-TZVPD
W 0.19824 -0.94382 0.29065
S 2.48312 -1.26790 4.59874
S -2.13045 4.51746 -2.13795
P 2.22093 -1.03871 -1.06423
P -1.16954 -2.78533 0.26051
P -0.97472 0.09369 -1.55388
N 1.25538 -1.46471 2.24156
N 0.82246 0.48624 3.71105
C 3.02749 -4.83821 1.88770
C -1.16582 -3.98168 1.64307
C 1.33480 -0.75652 3.38799
C 3.10239 0.57628 -1.08602
C -0.04727 1.49718 -2.29122
C -1.75073 8.37575 -0.97862
C -3.29195 6.14057 -0.29475
C 1.97109 -1.41356 -2.85882
C -2.33909 6.04556 -1.32937
C -0.26067 1.00684 1.10173
C 2.76878 -2.68346 3.61979
C 3.65843 -2.13543 -0.74435
C -0.72135 -3.83874 -1.16602
C 2.05818 -2.67439 2.40657
C -1.29405 -0.01649 1.53136
C -1.51358 -0.87604 -3.01344
C 2.17975 -3.76871 1.54332
C 3.58637 -3.74545 3.97541
C -2.67153 8.45451 0.07485
C -2.56932 0.93755 -1.16239
C 3.73307 -4.81974 3.09416
C -2.97839 -2.53104 0.06584
C -3.44875 7.33755 0.40489
C -1.58675 7.18221 -1.68352
H -0.19241 0.60247 3.67095
H 4.38630 -5.64670 3.36627
H -2.78233 9.38346 0.63199
H -0.89226 -3.33113 -2.12199
H 0.87231 1.17251 -2.79110
H 1.42252 -2.35796 -2.97641
H -3.24613 -1.98691 -0.85011
H 3.42801 0.81689 -0.06443
H 3.99102 0.48976 -1.73489
H -4.17894 7.39752 1.21161
H 1.42321 -0.62104 -3.38306
H -0.98560 4.79569 -2.81952
H -2.96384 1.36055 -2.09933
H 4.50358 -1.88214 -1.40747
H -1.99193 -4.69535 1.49084
H 0.49984 1.28144 1.83724
H 2.46840 1.39579 -1.44721
H -3.38343 -1.98150 0.92492
H -3.45437 -3.52266 0.03480
H -3.31448 0.23949 -0.76076
H -1.30842 -3.46914 2.60288
H 0.21477 2.24056 -1.52589
H 1.22211 0.86496 4.56945
H -2.28530 -1.61042 -2.74841
H -0.59855 1.84765 0.49486
H -0.67855 -1.39206 -3.49980
H -1.25163 -0.42109 2.54980
H -1.15590 9.25039 -1.25115
H -0.69714 1.98803 -3.03172
H -1.34722 -4.74101 -1.12107
H -1.94815 -0.16253 -3.73022
H 3.12812 -5.69464 1.21542
H -3.89167 5.26672 -0.05006
H -2.30283 0.09981 1.13807
H 0.33150 -4.14319 -1.11779
H -0.87673 7.10579 -2.50649
H 3.97976 -2.03836 0.29971
H 1.61494 -3.79548 0.60811
H -0.22038 -4.53509 1.68442
H 3.38746 -3.18620 -0.92585
H 4.07212 -3.69227 4.94583
H -2.44267 1.76372 -0.45157
H 2.95834 -1.52777 -3.33547
```

Atom charges from the Mulliken analysis, given in e for atoms 1 to 6: atom 1 (W): 1.15, atom 2 (S): -0.18, atom 3 (S): -0.03, atom 4 (P): 0.73, atom 5 (P): 0.90, atom 6 (P): 0.72

Record 2
A cluster of 7 separate species, C29H63N16O7S2 in total at a distorted geometry. Source: the OMol25 dataset; level of theory: ωB97M-V/def2-TZVPD.

Summary:
- Orbital gap: 7.516 eV
- HOMO energy: -10.5 eV
- Spin multiplicity: 1
- LUMO: -3.01 eV
- Total charge: +1

Geometry as XYZ:
```
117
C29H63N16O7S2, DFT ωB97M-V/def2-TZVPD
S 1.05122 0.83554 1.45944
S -1.85375 0.99079 0.38660
O -3.81061 -4.40273 9.21615
O -6.23864 0.86742 -1.50318
O 3.82977 -5.78758 -3.16367
O -0.24980 7.54409 -1.17447
O -5.97335 0.63939 8.96729
O 2.35160 3.44534 -4.92146
O -5.17640 0.10679 3.40448
N -5.31578 0.34589 6.82156
N -4.09271 -2.44766 10.32421
N -6.52217 2.81784 -0.38941
N -7.52236 0.59101 7.31400
N 1.02622 -3.94846 0.09704
N 1.99565 5.01328 -6.51493
N 2.11204 -0.81472 -3.51041
N 0.20305 9.39630 0.04525
N -4.97320 -2.72070 8.24323
N -7.39505 2.55325 -2.47619
N 6.03336 -6.66884 -2.78046
N -1.95018 8.86774 -0.48003
N 3.57159 3.39873 -6.82889
N 0.26009 3.05415 0.12576
N -4.99741 -0.14058 1.16180
N -6.67838 -1.17668 2.29494
C 2.03415 -4.57364 -0.86462
C -0.70483 -2.10965 0.38239
C 8.55311 -5.83986 -2.39631
C -0.15078 1.69908 0.61757
C 1.14738 3.73978 1.15111
C 3.58264 -4.62246 -0.42956
C 1.56498 -2.06694 -1.32482
C 6.60264 -4.10364 -2.99177
C 9.61914 -4.68454 -2.30480
C 1.11331 2.95355 -1.10635
C 9.16164 -3.20175 -2.53165
C 0.21393 3.54660 -2.33735
C -1.92943 -0.14863 -1.06928
C -0.63927 8.53576 -0.57677
C -4.26144 -3.26766 9.25845
C 1.98034 -3.46765 -2.07267
C 4.71801 -6.16490 -2.32001
C 7.03242 -5.57897 -2.73007
C -1.70414 -1.70079 -0.78424
C -6.25090 0.53282 7.78054
C 0.81516 -2.43037 0.01757
C 1.08168 -1.01233 -2.41110
C 7.66601 -2.95822 -2.88722
C -5.58984 -0.37153 2.35702
C 1.20025 5.35868 0.91045
C 2.94396 -1.35835 -0.77454
C 4.33055 -6.00828 -0.76845
C -6.68872 2.00396 -1.45937
C 2.62149 3.92056 -6.01508
H -0.10745 10.21327 0.53861
H 2.47775 0.13829 -3.38309
H -7.76812 3.48453 -2.44922
H -7.02387 -1.57274 1.43960
H 1.30832 5.94275 1.88799
H -5.34676 -1.78828 8.27163
H -7.75794 0.50423 6.34232
H -7.54497 1.98551 -3.29399
H -6.00286 2.45245 0.39272
H 1.71992 -5.55023 -1.38653
H -1.38039 -2.27265 -1.74232
H 2.25340 3.39982 1.06535
H 1.68661 -0.95343 -4.43596
H -3.57029 -2.80775 11.10548
H -5.32904 -0.52778 0.29566
H 5.96601 -7.11409 -3.70746
H 1.40352 -1.98930 0.91628
H 9.87036 -2.30783 -2.47106
H -5.12683 -3.28950 7.42756
H 3.76618 -1.33661 -1.59117
H -4.18316 0.45306 1.15713
H -3.00232 -0.04273 -1.50283
H -1.13961 -3.09122 0.83848
H -4.46075 -1.51319 10.36590
H 10.70557 -4.94720 -2.03404
H 1.28113 5.43705 -5.94586
H 2.04594 3.64244 -1.08020
H 4.17919 -3.79878 -0.98547
H -0.18019 4.57224 -1.96446
H -5.53526 0.25668 5.84422
H 2.69587 -0.25146 -0.56702
H 0.34321 5.70773 0.22982
H -7.15379 -1.37831 3.15888
H -6.88754 3.75143 -0.34394
H -1.25024 0.30647 -1.88781
H 0.12492 -1.35611 -2.97337
H 7.32928 -1.87505 -3.04868
H 0.72393 3.58250 2.20063
H 0.92575 3.80052 -3.21793
H 4.06479 2.58519 -6.50043
H 2.92699 -3.28679 -2.68019
H 2.17765 5.56155 0.31590
H -0.68388 -1.38976 1.29268
H 1.29085 -4.16292 1.07779
H 2.21023 5.41056 -7.41119
H 5.29652 -6.01124 -0.12636
H -2.27929 9.68016 0.00871
H 3.79977 3.78218 -7.72788
H -4.35478 0.29567 7.11784
H 0.86550 -0.01162 -1.90285
H 1.51046 1.90032 -1.31480
H 3.65094 -4.41055 0.70250
H -0.63251 2.84423 -2.64758
H 5.52880 -3.77689 -3.26593
H -8.25629 0.72886 7.98936
H 1.04099 -3.68140 -2.69667
H 1.18773 9.19155 0.00098
H 3.70926 -6.91060 -0.43491
H 0.17257 -4.48248 -0.15300
H 3.40131 -1.90734 0.11751
H -2.74193 -2.15121 -0.52337
H 8.92550 -6.90245 -2.21492
H -2.61489 8.25802 -0.92676
```

Atom charges from the Mulliken analysis, given in e for atoms 1 to 6: atom 1 (S): -0.12, atom 2 (S): -0.20, atom 3 (O): -0.67, atom 4 (O): -0.61, atom 5 (O): -0.54, atom 6 (O): -0.64

Record 3
A structure of composition C30H30N4O2ReS2. Source: the OMol25 dataset; level of theory: ωB97M-V/def2-TZVPD.

Summary:
- Orbital gap (spin up / spin down): 6.885 / 7.024 eV
- HOMO energy (spin up / spin down): -13.2 / -13.7 eV
- Spin multiplicity: 2
- LUMO (spin up / spin down): -6.32 / -6.70 eV
- Total charge: +2

Geometry as XYZ:
```
69
C30H30N4O2ReS2, DFT ωB97M-V/def2-TZVPD
Re -0.18547 -0.26637 0.13495
S 3.21115 0.06850 -0.36227
S -0.38711 1.62009 1.40733
O -0.90407 0.24352 -1.77907
O 0.80800 -1.25901 1.46955
N 1.65810 -0.16846 -0.78767
N -2.35209 0.08216 0.56729
N -2.93535 2.30504 0.75380
N -1.66003 -0.83510 1.30933
C 3.70680 -1.32297 0.64128
C 2.02126 1.15077 -5.42199
C 0.46836 -2.10224 2.46672
C 2.65568 2.25577 -4.85619
C -1.10495 -3.16327 3.98815
C 3.88434 2.58415 0.22352
C -1.92560 -1.51614 2.35417
C -0.07550 -3.85582 4.58141
C -0.64459 0.39645 -2.99459
C 4.68435 -3.51706 1.98457
C 0.51384 2.93139 -1.80738
C 4.69285 -1.14075 1.60105
C 2.14073 2.80056 -3.67955
C 0.45549 1.09288 -3.59558
C 3.70772 -3.68047 1.01058
C 3.44930 3.70657 2.29967
C 0.23641 -0.58546 -5.52641
C -0.85414 -2.28574 2.92380
C 1.05967 2.24296 -3.02495
C 2.86370 2.55302 2.81372
C 1.22996 -3.66081 4.12761
C 3.28750 1.44192 0.74494
C 5.17466 -2.25236 2.27883
C 3.21591 -2.58012 0.32618
C 3.84262 2.86641 -5.53346
C 1.50650 -2.79327 3.08880
C 2.78019 1.40788 2.04097
C 0.90725 0.57681 -4.84241
C 3.96591 3.72282 1.01295
C -2.04515 1.37152 0.97671
H 0.33464 -1.51110 -4.95706
H -0.27364 -4.53745 5.39577
H 2.58242 3.70766 -3.28389
H 2.39166 0.75081 -6.35811
H 4.24185 3.70754 -4.97136
H 5.93687 -2.12589 3.03535
H 1.64822 -0.22115 -1.80325
H 2.04402 -4.19637 4.59805
H 0.68637 -0.75237 -6.50169
H 3.57104 3.21832 -6.53009
H -2.91639 -1.47247 2.79515
H 2.45204 -2.69869 -0.43094
H 2.52030 -2.63884 2.74209
H -2.12312 -3.28822 4.33544
H -2.70760 3.28262 0.85318
H 3.51282 4.59411 2.91479
H -0.57528 2.89109 -1.76910
H 5.06995 -4.37970 2.51071
H 4.28972 2.57858 -0.78058
H -3.86144 2.04185 0.44455
H 0.90117 2.48476 -0.89308
H 2.48667 2.54316 3.82756
H 0.81291 3.97827 -1.81011
H 5.07499 -0.15530 1.83141
H 3.32807 -4.66682 0.78138
H 4.63171 2.12430 -5.66228
H -0.82751 -0.40294 -5.68575
H 4.44127 4.61349 0.62614
H -1.35695 -0.09027 -3.66633
H 2.36206 0.49416 2.44130
```

Atom charges from the Mulliken analysis, given in e for atoms 1 to 6: atom 1 (Re): 1.40, atom 2 (S): 0.04, atom 3 (S): -0.42, atom 4 (O): -0.61, atom 5 (O): -0.46, atom 6 (N): -0.17

Record 4
A cluster of 2 separate species, C6H16N2 in total at a distorted geometry. Source: the OMol25 dataset; level of theory: ωB97M-V/def2-TZVPD.

Summary:
- Orbital gap: 10.243 eV
- HOMO energy: -9.2 eV
- Spin multiplicity: 1
- SMILES: C=C(C)C.NCCN
- LUMO: 1.01 eV
- Relative energy (zero: lowest compared OMol25 entry of this formula, charge and spin): 114.0 kJ/mol

Geometry as XYZ:
```
24
C6H16N2, DFT ωB97M-V/def2-TZVPD
N 0.57947 -1.22845 2.67651
N -0.04965 2.27744 1.49926
C -0.22438 0.82003 1.58837
C -0.31538 -0.56264 -2.22452
C 0.21880 0.63866 -2.95863
C -1.50991 -0.58553 -1.63494
C 0.61529 0.25975 2.72393
C 0.59421 -1.76142 -2.22200
H 1.17304 0.95394 -2.53727
H -1.80308 -1.47286 -1.09264
H -0.55870 2.60789 0.67887
H 1.53586 -1.51699 -1.73121
H 0.14524 -2.63802 -1.75802
H -0.34399 -1.49481 3.02255
H -0.46535 1.47958 -2.86170
H 0.22887 0.66774 3.66517
H 0.01429 0.31025 0.65985
H 0.81101 -2.04322 -3.25697
H 1.18854 -1.53921 3.43737
H 0.36545 0.36665 -4.00266
H -2.10459 0.31713 -1.68837
H 1.64318 0.59563 2.58927
H -1.27042 0.55258 1.80827
H -0.51632 2.72694 2.28232
```

Atom charges from the Mulliken analysis, given in e for atoms 1 to 6: atom 1 (N): -0.61, atom 2 (N): -0.69, atom 3 (C): -0.09, atom 4 (C): 0.96, atom 5 (C): -1.25, atom 6 (C): -1.01

Record 5
A cluster of 2 separate species, C3H5N4 in total at a distorted geometry. Source: the OMol25 dataset; level of theory: ωB97M-V/def2-TZVPD.

Summary:
- Orbital gap: 10.174 eV
- HOMO energy: -14.9 eV
- Spin multiplicity: 1
- LUMO: -4.75 eV
- Total charge: +1
- Relative energy (zero: lowest compared OMol25 entry of this formula, charge and spin): 143.4 kJ/mol

Geometry as XYZ:
```
12
C3H5N4, DFT ωB97M-V/def2-TZVPD
N -2.39749 0.31917 -0.38728
N 1.11571 -0.94051 0.08096
N -2.78354 -0.39393 -1.15602
N 0.41706 0.88323 1.02876
C 0.92210 -1.76986 -0.84197
C -0.55217 1.65285 0.73254
C 1.39815 0.20751 0.57193
H -1.21855 1.94424 1.57071
H -0.76651 2.08108 -0.21793
H 0.78054 -1.60798 -1.89651
H 2.36055 0.44903 0.98844
H 0.72416 -2.82481 -0.47363
```

Atom charges from the Mulliken analysis, given in e for atoms 1 to 6: atom 1 (N): 0.24, atom 2 (N): -0.09, atom 3 (N): -0.25, atom 4 (N): -0.14, atom 5 (C): -0.18, atom 6 (C): -0.20

Record 6
The molecule C17H31F3O. Source: the OMol25 dataset; level of theory: ωB97M-V/def2-TZVPD.

Summary:
- Orbital gap: 11.285 eV
- HOMO energy: -10.6 eV
- Spin multiplicity: 1
- SMILES: CCCCCCCCCCCCCCCC(=O)C(F)(F)F
- LUMO: 0.68 eV
- Relative energy (zero: lowest compared OMol25 entry of this formula, charge and spin): 10.3 kJ/mol

Geometry as XYZ:
```
52
C17H31F3O, DFT ωB97M-V/def2-TZVPD
F -7.51632 -1.10720 -0.43018
F -7.50654 -0.56092 -2.51664
F -6.43416 0.63892 -1.08034
O -5.21257 -1.95111 -2.68873
C -0.97993 -1.83684 -1.53370
C 2.09099 -3.02293 0.56150
C -2.35023 -1.23664 -1.21955
C 3.04786 5.14081 1.43303
C 2.32551 0.46022 0.60984
C -6.75257 -0.62082 -1.42392
C 1.25198 -2.61203 -0.64837
C 3.18151 1.61715 0.09888
C 2.37247 -1.91439 1.57944
C 1.39560 3.43766 0.50197
C 2.05372 4.02978 1.74893
C 2.35867 2.76856 -0.48149
C -4.68883 -1.62863 -0.34788
C -0.17473 -2.20322 -0.28816
C 3.18357 -0.73440 1.02578
C -5.46418 -1.48510 -1.61803
C -3.30360 -2.23571 -0.56566
H -0.65497 -3.02987 0.23860
H 3.77864 -1.07094 0.17404
H 3.88432 -0.39240 1.79150
H 1.58258 -3.84178 1.07786
H -5.28979 -2.26430 0.31196
H -2.90570 -2.55054 0.39882
H -0.15383 -1.34409 0.38417
H 2.57426 5.91581 0.83385
H 1.74632 -1.79515 -1.17582
H 1.62613 0.16769 -0.17380
H 1.43373 -1.54745 1.99714
H 3.04293 3.52009 -0.87981
H 3.81790 1.98391 0.90609
H 0.64179 2.71249 0.81555
H 1.74285 0.78909 1.47265
H -1.10870 -2.72193 -2.16000
H -2.22260 -0.37306 -0.56165
H 1.77173 2.38897 -1.32246
H 2.92900 -2.37069 2.40165
H 3.41238 5.59383 2.35249
H -0.41146 -1.10565 -2.11354
H 3.04776 -3.40971 0.20130
H -2.79635 -0.88389 -2.15145
H -3.39747 -3.11587 -1.20352
H 1.20699 -3.45978 -1.33726
H 3.90333 4.75579 0.88420
H 1.26505 4.43397 2.38897
H 0.87274 4.23773 -0.02890
H -4.61632 -0.65047 0.13611
H 3.84264 1.24326 -0.68792
H 2.55591 3.24178 2.31246
```

Atom charges from the Mulliken analysis, given in e for atoms 1 to 6: atom 1 (F): -0.27, atom 2 (F): -0.25, atom 3 (F): -0.26, atom 4 (O): -0.52, atom 5 (C): -0.91, atom 6 (C): -1.09

Record 7
The molecule C5H5ClN4O2 at a distorted geometry. Source: the OMol25 dataset; level of theory: ωB97M-V/def2-TZVPD.

Summary:
- Orbital gap: 9.974 eV
- HOMO energy: -10.2 eV
- Spin multiplicity: 1
- SMILES: NC(=O)C1(C(N)=O)C=NN=C1Cl
- LUMO: -0.21 eV
- Relative energy (zero: lowest compared OMol25 entry of this formula, charge and spin): 0.0 kJ/mol

Geometry as XYZ:
```
17
C5H5ClN4O2, DFT ωB97M-V/def2-TZVPD
Cl -1.89631 -0.49712 1.96488
O 0.55672 1.37502 1.53388
O 1.43509 -2.02219 -0.66130
N -1.61380 -0.45616 -1.83030
N -2.29715 -0.48444 -0.62105
N 1.60349 -1.04467 1.38664
N -0.24203 2.05715 -0.52789
C 0.12935 1.19888 0.38242
C -0.38006 -0.26683 -1.62017
C 1.11272 -1.23270 0.19945
C -1.53199 -0.53923 0.35730
C -0.02819 -0.27797 -0.15155
H 2.52658 -1.59142 1.54834
H 1.22366 -0.36177 2.06216
H -0.65930 1.59733 -1.30625
H 0.31775 -0.49979 -2.43472
H -0.25651 3.04589 -0.28184
```

Atom charges from the Mulliken analysis, given in e for atoms 1 to 6: atom 1 (Cl): -0.11, atom 2 (O): -0.69, atom 3 (O): -0.64, atom 4 (N): -0.31, atom 5 (N): -0.37, atom 6 (N): -0.28

Record 8
A cluster of 2 separate species, C3H13N3O2 in total at a distorted geometry. Source: the OMol25 dataset; level of theory: ωB97M-V/def2-TZVPD.

Summary:
- Orbital gap: 9.698 eV
- HOMO energy: -8.8 eV
- Spin multiplicity: 1
- SMILES: C[C@H](N)NO.CNO
- LUMO: 0.87 eV
- Relative energy (zero: lowest compared OMol25 entry of this formula, charge and spin): 397.6 kJ/mol

Geometry as XYZ:
```
21
C3H13N3O2, DFT ωB97M-V/def2-TZVPD
O 0.42399 1.78266 1.47182
O -1.90384 -0.93247 0.25801
N -1.04601 -1.30776 -0.83873
N -0.86263 1.15405 -1.22230
N 0.03294 0.59765 2.19675
C 1.00673 -0.21277 -1.99802
C 1.11936 -0.36481 2.16372
C -0.48297 -0.09110 -1.75819
H 1.26757 -1.24731 -2.19697
H -0.75995 0.23265 1.66272
H -0.30643 -1.81858 -0.35711
H 0.72413 -1.31788 2.51872
H -0.31955 1.43666 -0.41006
H 1.28442 0.38444 -2.85438
H 1.56348 -0.50127 1.16682
H -1.05323 -0.26638 -2.67751
H 1.90348 -0.03016 2.85048
H 0.49041 2.47056 2.14637
H -2.78669 -1.23069 0.00574
H 1.56495 0.14221 -1.13600
H -1.86015 1.12030 -0.99189
```

Atom charges from the Mulliken analysis, given in e for atoms 1 to 6: atom 1 (O): -0.47, atom 2 (O): -0.47, atom 3 (N): -0.40, atom 4 (N): -0.61, atom 5 (N): -0.38, atom 6 (C): -1.26